# 1
Formula: C22H48IN2O11
Source: the OMol25 dataset
Level of theory: the ωB97M-V functional and the def2-TZVPD basis

The net charge is -1. The HOMO energy comes out at -0.1754 Ha. For the largest force on an atom, the calculation gives 2.8 eV/A. Its LUMO energy is 2.10 eV. The value obtained for the energy is -57192.6102 eV.

Geometry as XYZ:
```
84
C22H48IN2O11 | the OMol25 dataset | the ωB97M-V functional and the def2-TZVPD basis
C 3.9357 -0.0048 1.8897
C 3.5495 0.8094 0.6634
I 2.0878 -0.4042 -0.4240
C 4.7840 1.0158 -0.2280
N 5.7179 2.0087 0.2445
C 5.1325 3.3041 0.5595
N 6.0098 4.4141 0.0190
C 6.8884 4.0133 -0.7171
O 7.8452 3.7689 -1.3582
C 4.9547 3.5279 2.0843
O 4.0279 2.8986 2.6422
O 5.7160 4.2932 2.6191
H 3.1603 0.0228 2.6441
H 4.1312 -1.0352 1.6110
H 4.8416 0.4276 2.3026
H 3.0208 1.7122 0.9216
H 4.4722 1.2021 -1.2536
H 5.2964 0.0552 -0.2585
H 6.3100 1.6611 0.9826
H 4.1887 3.3979 0.0313
C -1.6178 -4.8111 1.5288
O -0.4838 -5.4706 2.0635
C 0.7062 -5.1916 1.3372
C 1.5500 -4.1339 2.0175
O 0.8912 -2.8827 2.0359
C 0.2790 -2.5937 3.2785
H -2.4075 -4.8440 2.2798
H -1.4038 -3.7667 1.2885
H -1.9661 -5.3265 0.6263
H 0.4689 -4.8887 0.3131
H 1.2800 -6.1229 1.2895
H 2.4739 -4.0045 1.4446
H 1.8227 -4.4444 3.0313
H 1.0333 -2.2700 4.0039
H -0.2658 -3.4532 3.6778
H -0.4232 -1.7755 3.1198
C 1.7777 3.0305 -3.8718
O 2.5920 3.6953 -2.9232
C 2.9868 4.9970 -3.3227
C 2.1403 6.0640 -2.6625
O 0.7851 6.0033 -3.0898
C -0.0553 5.3403 -2.1606
H 1.3090 2.1855 -3.3684
H 0.9935 3.6787 -4.2712
H 2.3941 2.6546 -4.6965
H 2.9521 5.0952 -4.4126
H 4.0254 5.1301 -3.0049
H 2.5253 7.0463 -2.9530
H 2.2056 5.9848 -1.5739
H -0.2856 6.0042 -1.3203
H 0.3968 4.4210 -1.7834
H -0.9843 5.0893 -2.6721
C -1.0257 -2.1497 -3.2075
O -1.4260 -2.4040 -1.8713
C -2.6214 -1.7318 -1.5125
C -3.8202 -2.6567 -1.5703
O -4.0875 -3.0792 -2.9030
C -3.5875 -4.3730 -3.1834
H -0.2821 -2.8962 -3.4835
H -1.8645 -2.2177 -3.9045
H -0.5713 -1.1559 -3.2791
H -2.7790 -0.8522 -2.1444
H -2.4934 -1.3855 -0.4824
H -4.7009 -2.1123 -1.2214
H -3.6758 -3.5192 -0.9119
H -4.2441 -5.1341 -2.7459
H -2.5714 -4.5091 -2.8066
H -3.5789 -4.5004 -4.2655
C -4.6238 0.5105 0.6712
O -4.7789 -0.8155 1.1493
C -3.9487 -1.0958 2.2688
C -4.7160 -1.0153 3.5716
O -5.1632 0.3044 3.8412
C -6.5233 0.5099 3.5060
H -5.4645 0.7352 0.0156
H -4.6118 1.2391 1.4840
H -3.6955 0.5939 0.0965
H -3.0852 -0.4245 2.2871
H -3.5765 -2.1184 2.1452
H -4.0468 -1.3010 4.3887
H -5.5584 -1.7140 3.5649
H -7.1711 0.0701 4.2728
H -6.7732 0.0853 2.5313
H -6.6997 1.5842 3.4750
```

Löwdin atomic charge list, values in e, 6 entries:
1 C -0.193
2 C -0.721
3 I 0.761
4 C -0.307
5 N -0.002
6 C -0.246

=====

# 2
Formula: C22H48N10O24S3
Source: the OMol25 dataset
Level of theory: the ωB97M-V functional and the def2-TZVPD basis

The net charge is 0. The HOMO energy comes out at -0.3075 Ha. For the largest force on an atom, the calculation gives 5.1 eV/A. Its LUMO energy is -0.85 eV. The value obtained for the energy is -120102.8896 eV.

Geometry as XYZ:
```
107
C22H48N10O24S3 | the OMol25 dataset | the ωB97M-V functional and the def2-TZVPD basis
O 4.1306 0.7503 2.0718
S 4.4463 0.0499 0.7951
O 5.9024 -0.2790 0.7807
O 3.3693 -1.1460 0.2972
C 2.7743 -0.6189 -0.9568
C 1.4745 -1.3648 -1.4464
C 0.3264 -1.5002 -0.3354
C -1.0695 -1.5694 -1.0782
S -2.4574 -1.7858 0.1347
C -3.9258 -1.1754 -0.8218
S -4.3607 -1.8573 -2.2961
N -4.6848 -0.0922 -0.1765
C -4.9229 1.0516 -1.0917
C -6.3956 0.9741 -1.7469
O -7.4487 1.1188 -0.7674
C -7.1243 0.4651 0.4708
C -5.9768 -0.6218 0.3678
C 2.7372 0.9311 -0.6722
C 2.0210 1.9096 -1.6847
C 0.4641 2.1060 -1.0669
C -0.3631 3.4039 -1.7312
O -0.6206 1.8330 -2.0238
O 4.1371 1.2392 -0.3763
H 3.5983 -0.8861 -1.6933
H 1.7943 -2.4351 -1.6889
H 1.1165 -0.9335 -2.4177
H 0.4932 -2.4830 0.2052
H 0.4107 -0.6139 0.3633
H -1.0981 -2.3111 -1.9416
H -1.2285 -0.5468 -1.5626
H -4.8506 2.0378 -0.5540
H -4.2134 1.1003 -1.9687
H -6.4619 1.8968 -2.4125
H -6.5378 0.0403 -2.3712
H -8.0577 -0.0975 0.8110
H -6.8999 1.1960 1.3198
H -5.7684 -0.9690 1.4364
H -6.2532 -1.5517 -0.2109
H 2.2536 1.0745 0.3453
H 2.5033 2.9248 -1.6265
H 1.8847 1.5043 -2.7232
H 0.3061 1.8896 0.0771
H -0.7992 3.5251 -2.7597
H 0.6835 3.7768 -2.0986
C 2.8361 -4.7241 1.5010
N 1.5489 -5.3431 1.0923
O 1.5080 -6.5546 1.0182
O 0.6256 -4.5858 0.8616
H 3.5641 -5.5130 1.6733
H 3.1579 -4.0711 0.6913
H 2.6528 -4.1599 2.4146
C 2.9734 -0.4772 -6.0378
N 2.0524 -0.2571 -4.8923
O 2.4803 -0.4856 -3.7702
O 0.9361 0.1354 -5.1523
H 3.9297 -0.8255 -5.6557
H 2.5195 -1.2260 -6.6843
H 3.0868 0.4741 -6.5543
C 2.7087 -0.8114 4.3365
N 1.4263 -1.4277 3.9093
O 1.3866 -2.6417 3.8253
O 0.5046 -0.6711 3.6714
H 3.4356 -1.6011 4.5120
H 3.0374 -0.1541 3.5319
H 2.5176 -0.2532 5.2513
C 7.4192 -0.5357 3.6275
N 7.6750 -1.1180 4.9701
O 8.8275 -1.1603 5.3529
O 6.7056 -1.5124 5.5911
H 8.3679 -0.2288 3.1949
H 6.9493 -1.3036 3.0169
H 6.7615 0.3215 3.7592
C 5.3093 4.0209 0.1741
N 5.6995 5.4350 0.4072
O 6.8064 5.6432 0.8694
O 4.8822 6.2842 0.1175
H 6.1306 3.3758 0.4757
H 4.4227 3.8218 0.7734
H 5.1018 3.9096 -0.8884
C -2.7442 2.5206 2.8177
N -2.5814 3.1292 1.4719
O -3.3300 2.7449 0.5923
O -1.7105 3.9668 1.3500
H -3.5528 1.7946 2.7772
H -1.8037 2.0368 3.0754
H -2.9793 3.3233 3.5141
C 9.5989 4.8791 -1.1353
N 9.0370 4.8845 -2.5105
O 7.8495 4.6426 -2.6315
O 9.8057 5.1303 -3.4176
H 8.8017 4.6462 -0.4336
H 10.3777 4.1194 -1.1020
H 10.0053 5.8700 -0.9422
C -10.1137 -0.9649 -1.6479
N -9.4279 -2.2756 -1.5087
O -8.5524 -2.3645 -0.6662
O -9.7904 -3.1675 -2.2478
H -9.6880 -0.2686 -0.9294
H -9.9501 -0.6163 -2.6658
H -11.1719 -1.1266 -1.4507
C -8.6342 -5.3144 1.1504
N -9.5739 -5.1349 2.2869
O -9.1652 -5.4026 3.4006
O -10.6892 -4.7309 2.0191
H -7.6842 -5.6770 1.5351
H -9.0766 -6.0394 0.4698
H -8.5115 -4.3449 0.6696
```

Löwdin atomic charge list, values in e, 6 entries:
1 O -0.299
2 S 0.798
3 O -0.277
4 O -0.187
5 C -0.251
6 C -0.117

=====

# 3
Formula: C22H48N3O3PdSi4Te
Source: the OMol25 dataset
Level of theory: the ωB97M-V functional and the def2-TZVPD basis

The net charge is +1. The HOMO energy (spin up / spin down) comes out at -0.3492 / -0.3484 Ha. For the largest force on an atom, the calculation gives 1.3 eV/A. Its LUMO energy (spin up / spin down) is -3.57 / -3.97 eV. The value obtained for the energy is -76486.6403 eV.

Geometry as XYZ:
```
82
C22H48N3O3PdSi4Te | the OMol25 dataset | the ωB97M-V functional and the def2-TZVPD basis
Pd 0.7036 -0.3306 -0.1927
C 0.2786 3.7303 -2.3239
N -0.9341 2.9417 -2.1828
C -2.1892 3.5690 -2.5370
C -0.7987 1.6429 -1.8716
O 0.2821 1.0697 -1.9735
C -2.0249 0.8878 -1.3155
O -1.7787 0.3957 -0.0031
C -1.9619 1.3128 1.0627
C -0.6215 1.9080 1.5211
O 0.3670 1.8295 0.7932
N -0.5578 2.4395 2.7516
C -1.6743 2.6909 3.6342
C 0.7326 2.7955 3.3081
H 0.0622 4.7699 -2.0835
H 0.6975 3.6680 -3.3293
H 1.0099 3.3478 -1.6119
H -1.9916 4.3644 -3.2535
H -2.6912 4.0019 -1.6688
H -2.8603 2.8569 -3.0164
H -2.1840 -0.0084 -1.9310
H -2.9296 1.5020 -1.2967
H -2.3782 0.7261 1.8888
H -2.6681 2.1064 0.7844
H -2.6281 2.5894 3.1274
H -1.6070 3.7113 4.0208
H -1.6580 2.0093 4.4901
H 1.5174 2.3931 2.6715
H 0.8263 2.3764 4.3097
H 0.8430 3.8770 3.3801
C -0.9415 -3.3520 -3.3487
C -1.3315 -3.4414 -2.0186
C -0.5606 -2.8152 -1.0561
N 0.5450 -2.1240 -1.3535
C 0.8952 -1.9978 -2.6363
C 0.1784 -2.5902 -3.6598
H -1.4909 -3.8759 -4.1144
H -2.1966 -4.0131 -1.7176
H -0.7984 -2.8927 0.0020
H 1.7958 -1.4254 -2.8375
H 0.5149 -2.4914 -4.6773
C 6.9942 -3.3054 1.4292
Si 5.6237 -2.1853 0.7299
C 5.5766 -2.3409 -1.1728
C 5.9446 -0.3706 1.2063
Si 3.4985 -2.9428 1.6064
Te 2.1182 -0.8467 1.7984
Si 3.6754 -3.2819 3.9839
C 4.3353 -1.6844 4.7956
C 4.8019 -4.7434 4.4440
C 1.9197 -3.6166 4.6665
Si 2.8624 -4.9504 0.4544
C 4.2954 -6.1944 0.6730
C 1.2950 -5.7058 1.2525
C 2.5711 -4.8885 -1.4348
H 7.9483 -3.0968 0.9546
H 6.7714 -4.3540 1.2650
H 7.1210 -3.1570 2.4960
H 6.4492 -1.8767 -1.6253
H 4.6958 -1.8567 -1.5843
H 5.5629 -3.3809 -1.4839
H 6.9100 -0.0226 0.8517
H 5.9219 -0.2416 2.2828
H 5.1850 0.2783 0.7821
H 5.3956 -1.5522 4.6100
H 4.1860 -1.6919 5.8709
H 3.8171 -0.8175 4.3966
H 5.7934 -4.6359 4.0205
H 4.3906 -5.6853 4.0986
H 4.9095 -4.8074 5.5219
H 1.2270 -2.8474 4.3350
H 1.9113 -3.6262 5.7533
H 1.5382 -4.5756 4.3293
H 4.6062 -6.2920 1.7064
H 5.1642 -5.9033 0.0927
H 4.0034 -7.1831 0.3317
H 1.4845 -6.0104 2.2774
H 0.9595 -6.5864 0.7101
H 0.4728 -4.9966 1.2643
H 3.4384 -4.4956 -1.9540
H 1.7203 -4.2773 -1.7064
H 2.3876 -5.8884 -1.8201
```

Löwdin atomic charge list, values in e, 6 entries:
1 Pd 0.479
2 C -0.017
3 N -0.132
4 C -0.035
5 C -0.429
6 O -0.022

=====

# 4
Formula: C22H48N6O9
Source: the OMol25 dataset
Level of theory: the ωB97M-V functional and the def2-TZVPD basis

The net charge is 0. The HOMO energy comes out at -0.3282 Ha. For the largest force on an atom, the calculation gives 6.5 eV/A. As for the structure (SMILES): C[C@H]1COC(=O)O1.CN(C)C=O.CN(C)C=O.CN(C)C=O.CN(C)C=O.CN(C)C=O.CN(C)C=O. Its LUMO energy is 0.29 eV. The value obtained for the energy is -50956.4702 eV.

Geometry as XYZ:
```
85
C22H48N6O9 | the OMol25 dataset | the ωB97M-V functional and the def2-TZVPD basis
C 2.3952 -1.4123 0.7520
C 1.8151 -2.4057 1.7997
C 1.5727 -3.8307 1.2964
O 2.0031 -4.4764 2.4573
C 2.6751 -3.8466 3.2952
O 3.0882 -4.3676 4.3799
O 2.8129 -2.5291 2.8441
H 1.8886 -1.5457 -0.2038
H 3.4605 -1.4573 0.5259
H 2.0733 -0.4319 1.1033
H 0.8806 -1.9737 2.1578
H 2.1182 -4.0846 0.3875
H 0.5235 -4.0713 1.1251
C 0.2985 -0.6670 5.0341
O -0.2968 0.1121 4.3141
N 1.6270 -0.5902 5.4026
C 2.3899 0.6145 5.0200
C 2.3163 -1.5843 6.2264
H -0.0907 -1.6786 5.2274
H 1.7818 1.5187 4.9932
H 3.0072 0.2808 4.1859
H 3.1297 0.9575 5.7433
H 3.1458 -1.4105 6.9118
H 1.5444 -2.0751 6.8192
H 2.6280 -2.3474 5.5132
C -2.5818 2.0557 -0.4776
O -3.4563 2.3939 0.3604
N -1.6074 1.1344 -0.2751
C -1.6082 0.1489 0.8203
C -0.7119 0.7358 -1.3808
H -2.3320 2.4554 -1.4726
H -1.5944 -0.8851 0.4755
H -2.5082 0.2228 1.4307
H -0.8784 0.2880 1.6179
H -1.2569 0.0810 -2.0608
H -0.3919 1.5389 -2.0447
H 0.1646 0.1595 -1.0849
C -2.1350 2.9483 -5.5689
O -1.4080 2.2396 -4.8493
N -2.5541 4.2232 -5.2440
C -3.4850 4.9423 -6.0679
C -2.0168 4.9258 -4.0486
H -2.6671 2.5860 -6.4621
H -3.1872 5.9889 -6.1317
H -4.4838 4.8778 -5.6361
H -3.4962 4.6049 -7.1043
H -1.7298 5.9227 -4.3831
H -2.6430 4.8820 -3.1575
H -1.1612 4.2761 -3.8641
C 5.5248 2.5627 -0.1629
O 5.0068 3.4292 -0.8079
N 4.7724 1.4438 0.0341
C 5.0661 0.4522 1.0686
C 3.4875 1.2038 -0.6469
H 6.4789 2.3915 0.3591
H 4.1792 0.2075 1.6533
H 5.9253 0.8628 1.5989
H 5.3974 -0.3773 0.4439
H 2.6277 1.4086 -0.0090
H 3.3427 1.5436 -1.6724
H 3.2890 0.1550 -0.8673
C -2.3727 -2.5799 4.3650
O -2.0402 -2.6722 3.1787
N -3.3609 -1.7923 4.6921
C -4.1712 -1.1881 3.6022
C -3.8305 -1.5961 6.0421
H -1.8255 -3.1065 5.1621
H -4.1554 -0.1093 3.7573
H -5.2044 -1.5298 3.6642
H -3.7142 -1.3000 2.6189
H -4.8065 -2.0717 6.1390
H -3.0664 -1.9663 6.7256
H -3.6530 -0.5323 6.2000
C -0.1104 0.1122 -6.9051
O 0.1780 0.3853 -7.9979
N -0.8037 -1.0683 -6.5351
C -1.5507 -1.1747 -5.2156
C -1.0350 -2.1742 -7.5009
H 0.1115 0.7100 -6.0075
H -2.6221 -1.2693 -5.3921
H -1.4040 -0.5018 -4.3707
H -1.2818 -2.0953 -4.6976
H -0.7793 -3.1836 -7.1787
H -2.1142 -2.0470 -7.5863
H -0.5435 -1.9766 -8.4536
```

Löwdin atomic charge list, values in e, 6 entries:
1 C -0.045
2 C -0.271
3 C -0.055
4 O 0.109
5 C -0.531
6 O 0.071

=====

# 5
Formula: C22H48O23PS5
Source: the OMol25 dataset
Level of theory: the ωB97M-V functional and the def2-TZVPD basis

The net charge is -1. The HOMO energy comes out at -0.1619 Ha. For the largest force on an atom, the calculation gives 2.3 eV/A. Its LUMO energy is 1.81 eV. The value obtained for the energy is -134143.4977 eV.

Geometry as XYZ:
```
99
C22H48O23PS5 | the OMol25 dataset | the ωB97M-V functional and the def2-TZVPD basis
C 7.5297 2.5880 3.0928
O 6.4338 2.1658 3.9022
C 5.2651 1.8278 3.1017
C 4.9825 0.2724 3.1775
C 3.4969 0.0806 3.6127
C 3.0137 -1.4017 3.5549
C 2.5540 -1.8602 2.1280
C 1.1446 -2.5602 2.1268
C -0.0383 -1.5729 2.4199
C -0.6025 -1.6003 3.8721
C -0.6439 -0.1704 4.5368
C -1.4187 0.9025 3.6903
C -2.8226 0.5018 3.0389
O -3.0828 1.3664 1.9235
P -1.5030 1.4646 1.1229
O -0.7086 1.5982 2.6726
H 7.6090 1.9634 2.1736
H 7.4246 3.6506 2.8126
H 8.4775 2.5049 3.6709
H 5.3501 2.1776 2.0411
H 4.3980 2.3327 3.5833
H 5.2054 -0.1353 2.1708
H 5.6734 -0.1564 3.9363
H 2.8508 0.6992 2.9555
H 3.3641 0.4542 4.6517
H 3.7711 -2.1233 3.9388
H 2.1366 -1.4883 4.2374
H 3.2704 -2.6160 1.7300
H 2.4961 -1.0052 1.4190
H 1.1414 -3.4880 2.7379
H 1.0014 -2.8994 1.0626
H 0.2595 -0.5604 2.0873
H -0.8689 -1.8845 1.7482
H -0.0135 -2.2913 4.5192
H -1.6542 -1.9679 3.9139
H -1.1698 -0.2396 5.5162
H 0.4105 0.1610 4.6646
H -1.6718 1.6886 4.4523
H -2.8610 -0.5850 2.8257
H -3.5656 0.8900 3.7750
H -2.0542 1.4852 -0.2264
H -1.6015 0.0262 1.0943
H -0.1877 1.4027 0.4735
H -1.4695 2.9042 1.0306
C -5.4041 0.4784 0.1634
C -6.0651 1.1706 -1.0159
O -5.1942 0.9171 -2.1243
S -4.5004 -0.5286 -1.9315
O -5.2304 -1.4916 -2.6978
O -3.0910 -0.3645 -2.0438
O -4.8689 -0.7360 -0.3773
H -4.5750 1.0694 0.5641
H -6.1096 0.2586 0.9617
H -6.1802 2.2404 -0.8585
H -7.0397 0.7283 -1.2415
C -0.8268 1.2448 -3.9406
C -0.7195 2.7025 -3.5408
O 0.2092 3.2712 -4.4778
S 0.0575 2.5182 -5.8974
O -0.7845 3.3049 -6.7433
O 1.3517 2.0755 -6.3111
O -0.7896 1.2487 -5.3794
H 0.0278 0.6750 -3.5763
H -1.7451 0.7885 -3.5807
H -0.3625 2.8275 -2.5208
H -1.6767 3.2169 -3.6564
C 4.5385 3.9995 -2.2102
C 4.6496 5.4608 -1.8144
O 4.3733 5.4822 -0.4124
S 4.9021 4.1081 0.2559
O 6.1892 4.3559 0.8168
O 3.8310 3.5297 0.9934
O 5.1039 3.2741 -1.1142
H 3.4948 3.6964 -2.3196
H 5.0781 3.7781 -3.1287
H 3.9453 6.0921 -2.3513
H 5.6651 5.8363 -1.9671
C 3.1219 -3.1648 -1.9585
C 2.9577 -2.5519 -3.3377
O 1.5514 -2.5905 -3.5915
S 0.7549 -2.4132 -2.1928
O 0.3927 -1.0432 -2.0393
O -0.1783 -3.4844 -2.0666
O 2.0041 -2.6925 -1.2075
H 3.0692 -4.2557 -2.0010
H 4.0525 -2.8655 -1.4802
H 3.4992 -3.1009 -4.1050
H 3.2755 -1.5061 -3.3457
C -6.7179 -5.2514 -1.9597
C -6.9752 -4.5356 -3.2718
O -8.4015 -4.5344 -3.4152
S -9.0804 -4.4495 -1.9522
O -9.4235 -3.0892 -1.6869
O -10.0249 -5.5132 -1.8321
O -7.7665 -4.8173 -1.0874
H -6.7978 -6.3352 -2.0767
H -5.7461 -5.0031 -1.5382
H -6.5070 -5.0349 -4.1169
H -6.6364 -3.4987 -3.2286
```

Löwdin atomic charge list, values in e, 6 entries:
1 C -0.131
2 O -0.211
3 C -0.206
4 C -0.158
5 C -0.216
6 C -0.196

=====

- The lowest energy belongs to which entry?
  C22H48O23PS5